# 1
C2H3FO2S | ωB97M-V/def2-TZVPD

Orbital gap (alpha / beta) (hartree): 0.2799 / 0.2801
HOMO (alpha / beta) (Eh): -0.357 / -0.356
Total charge: 0
E_LUMO (alpha / beta) (eV): -2.089 / -2.077
2S+1: 1
Electronic energy (eV): -19765.4398
ΔE to the lowest compared entry with this formula, charge and spin (kcal/mol): 103.89

```
9
Properties=species:S:1:pos:R:3:mulliken_charge:R:1
C 1.4637 -0.2547 0.0420 0.070
C 0.2126 0.4916 0.1141 -0.465
O -2.2040 -1.3685 -0.1226 -0.469
O -2.8688 0.9238 0.2679 -0.418
F 2.5720 0.2782 -0.4917 -0.246
S -2.0275 0.0597 -0.4698 0.680
H 1.5880 -0.4727 1.1588 0.250
H 1.2152 -1.2769 -0.3962 0.273
H 0.0487 1.6195 -0.1026 0.325
```

***

# 2
C2H3FO3S | ωB97M-V/def2-TZVPD

Orbital gap (hartree): 0.4267
HOMO (Eh): -0.411
Total charge: 0
E_LUMO (eV): 0.439
2S+1: 1
Electronic energy (eV): -21814.5819
ΔE to the lowest compared entry with this formula, charge and spin (kcal/mol): 58.85

```
10
Properties=species:S:1:pos:R:3:mulliken_charge:R:1
C 0.1122 0.8632 0.7249 -0.669
C 0.4952 0.7829 -0.5337 0.099
O 0.7575 -1.8291 0.1291 -0.481
O -1.3524 -0.9333 1.0324 -0.496
O -0.8161 -0.9719 -1.4408 -0.458
F -0.1130 1.3027 -1.5601 -0.224
S -0.4655 -1.1512 -0.0912 1.150
H 0.7000 0.2647 1.4191 0.411
H -0.8374 1.3209 1.0517 0.292
H 1.5193 0.3513 -0.7315 0.375
```

***

# 3
C2H3FO3S | ωB97M-V/def2-TZVPD

Orbital gap (alpha / beta) (hartree): 0.3346 / 0.2371
HOMO (alpha / beta) (Eh): -0.392 / -0.368
Total charge: 0
E_LUMO (alpha / beta) (eV): -1.553 / -3.558
2S+1: 1
Electronic energy (eV): -21813.2261
ΔE to the lowest compared entry with this formula, charge and spin (kcal/mol): 90.11

```
10
Properties=species:S:1:pos:R:3:mulliken_charge:R:1
C 1.3078 0.3855 -0.5163 -0.660
C 0.6427 -0.4843 0.4731 0.438
O -2.5501 1.4019 0.3643 -0.432
O -2.3500 -0.8379 -0.7736 -0.412
O -0.4138 0.0387 1.0029 -0.347
F 0.4617 -1.8281 0.1415 -0.289
S -1.7551 0.4375 -0.3617 0.832
H 1.9223 1.2235 -0.1268 0.287
H 1.3875 0.0925 -1.5727 0.359
H 1.3470 -0.4292 1.3694 0.224
```

***

# 4
C2H3FOPb | ωB97M-V/def2-TZVPD

Orbital gap (alpha / beta) (hartree): 0.2390 / 0.3810
HOMO (alpha / beta) (Eh): -0.417 / -0.563
Total charge: +1
E_LUMO (alpha / beta) (eV): -4.857 / -4.939
<S²>: 0.75
2S+1: 2
Electronic energy (eV): -12124.9926
ΔE to the lowest compared entry with this formula, charge and spin (kcal/mol): 0.83

```
8
Properties=species:S:1:pos:R:3:mulliken_charge:R:1
H 0.4492 1.2191 -1.1272 0.434
C -0.3859 -0.9489 -0.0689 0.096
C 0.7598 -0.2515 0.0319 -0.249
O 0.5147 1.0842 -0.1052 -0.491
H -0.4825 -2.0273 -0.1435 0.351
F -1.4466 -0.3381 0.5722 -0.195
H 1.7058 -0.6374 -0.3451 0.376
Pb -1.1145 1.8998 1.1858 0.678
```

***

# 5
C2H3FOPd | ωB97M-V/def2-TZVPD

Orbital gap (alpha / beta) (hartree): 0.2680 / 0.2893
HOMO (alpha / beta) (Eh): -0.263 / -0.328
Total charge: 0
E_LUMO (alpha / beta) (eV): 0.142 / -1.059
<S²>: 2.01
2S+1: 3
Electronic energy (eV): -10360.3261

```
8
Properties=species:S:1:pos:R:3:mulliken_charge:R:1
C -0.4973 0.0411 0.3943 0.884
C -0.4785 -1.2209 -0.3224 -1.329
H -0.7747 0.0518 1.4595 0.265
F -1.2147 1.0253 -0.2951 -0.242
H -0.3995 -2.0899 0.3453 0.271
H -1.1174 -1.2837 -1.2098 0.291
O 1.2082 0.5863 0.4666 -0.757
Pd 1.3405 -0.6779 -0.5910 0.616
```

***

# 6
C2H3FS2 | ωB97M-V/def2-TZVPD

Orbital gap (hartree): 0.2401
HOMO (Eh): -0.292
Total charge: 0
E_LUMO (eV): -1.425
2S+1: 1
Electronic energy (eV): -26507.0698
ΔE to the lowest compared entry with this formula, charge and spin (kcal/mol): 64.23

```
8
Properties=species:S:1:pos:R:3:mulliken_charge:R:1
C -1.0775 0.1903 -0.5970 -0.479
C 1.1610 -0.1188 0.9326 0.212
F 2.0485 -0.3895 1.8943 -0.141
S -0.4639 0.0429 1.3502 -0.008
S 0.2624 0.0250 -1.6917 -0.449
H -1.5932 -0.6832 -0.7868 0.331
H -1.6909 1.0760 -0.9623 0.300
H 1.3537 -0.1427 -0.1394 0.233
```

***

# 7
C2H3FTb | ωB97M-V/def2-TZVPD

Orbital gap (alpha / beta) (hartree): 0.3190 / 0.3277
HOMO (alpha / beta) (Eh): -0.718 / -0.718
Total charge: +2
E_LUMO (alpha / beta) (eV): -10.845 / -10.612
<S²>: 15.77
2S+1: 8
Electronic energy (eV): -27252.1786

```
7
Properties=species:S:1:pos:R:3:mulliken_charge:R:1
C 0.2394 -0.2674 -0.3926 -0.400
C -0.1783 1.0095 -0.0267 -0.383
H 0.2321 -0.6296 -1.4295 0.500
H 0.1005 1.4604 0.9297 0.399
H -0.9860 1.4788 -0.5979 0.357
F 1.5127 -1.0864 0.5185 -0.326
Tb -0.9204 -1.9654 0.9986 1.853
```

***

# 8
C2H3HgO | ωB97M-V/def2-TZVPD

Orbital gap (alpha / beta) (hartree): 0.2857 / 0.2723
HOMO (alpha / beta) (Eh): -0.279 / -0.318
Total charge: 0
E_LUMO (alpha / beta) (eV): 0.175 / -1.249
<S²>: 0.77
2S+1: 2
Electronic energy (eV): -8341.8401
ΔE to the lowest compared entry with this formula, charge and spin (kcal/mol): 0.00

```
7
Properties=species:S:1:pos:R:3:mulliken_charge:R:1
C -0.2530 0.4750 0.4872 -1.128
C 0.7952 0.0052 -0.3165 0.468
O 0.7063 -1.1314 -0.8814 -0.498
Hg -1.5431 -1.6574 -0.0564 0.136
H -0.1985 0.2637 1.5623 0.385
H -0.8843 1.2626 0.0634 0.346
H 1.3774 0.7823 -0.8585 0.291
```

***

# 9
C2H3I2NO2 | ωB97M-V/def2-TZVPD

Orbital gap (alpha / beta) (hartree): 0.2790 / 0.3052
HOMO (alpha / beta) (Eh): -0.318 / -0.343
Total charge: 0
E_LUMO (alpha / beta) (eV): -1.060 / -1.025
2S+1: 1
Electronic energy (eV): -23903.3757
ΔE to the lowest compared entry with this formula, charge and spin (kcal/mol): 108.50

```
10
Properties=species:S:1:pos:R:3:mulliken_charge:R:1
C -0.1213 0.0867 0.2781 -1.129
C -1.5393 -0.0405 -0.1352 -0.258
N -1.8465 -0.8140 -2.3293 0.840
O -2.6469 -1.6721 -2.3153 -0.467
O -1.2787 -0.2188 -3.1674 -0.496
I -2.7056 -1.6079 0.6138 0.260
I -2.6575 1.8026 -0.1083 0.147
H 0.2811 -0.8292 0.0640 0.404
H 0.4924 0.9864 -0.3176 0.303
H -0.1016 0.3081 1.2986 0.397
```

***

# 10
C2H3I2NS | ωB97M-V/def2-TZVPD

Orbital gap (hartree): 0.2871
HOMO (Eh): -0.311
Total charge: 0
E_LUMO (eV): -0.657
2S+1: 1
Electronic energy (eV): -30647.7174
ΔE to the lowest compared entry with this formula, charge and spin (kcal/mol): 7.84

```
9
Properties=species:S:1:pos:R:3:mulliken_charge:R:1
C 1.2774 -0.4159 0.0273 0.201
C -1.0355 0.3779 -0.3577 -0.919
N 0.0330 0.1067 0.5888 -0.318
S 2.3532 -1.1001 1.0268 -0.331
I 1.7193 -0.0001 -1.9774 0.150
I -0.4077 -0.3219 2.5218 0.224
H -0.8188 1.2946 -0.9138 0.359
H -1.1396 -0.4433 -1.0772 0.376
H -1.9812 0.5020 0.1613 0.258
```

***

# 11
C2H3I3S | ωB97M-V/def2-TZVPD

Orbital gap (hartree): 0.2950
HOMO (Eh): -0.333
Total charge: 0
E_LUMO (eV): -1.037
2S+1: 1
Electronic energy (eV): -37258.7471
ΔE to the lowest compared entry with this formula, charge and spin (kcal/mol): 0.00

```
9
Properties=species:S:1:pos:R:3:mulliken_charge:R:1
C -0.6605 -0.2096 -0.5339 -0.844
C 0.7547 -0.1731 0.0384 -0.726
S -1.6142 1.1645 0.1688 -0.117
I 1.9156 -1.8014 -0.9405 0.167
I 1.0628 -0.3130 2.2378 0.211
I 1.6640 1.6746 -0.6755 0.245
H -1.0823 -1.1032 -0.2416 0.414
H -0.4541 -0.1459 -1.5428 0.530
H -1.5860 0.9070 1.4893 0.121
```

***

# 12
C2H3IN2O | ωB97M-V/def2-TZVPD

Orbital gap (hartree): 0.3583
HOMO (Eh): -0.359
Total charge: 0
SMILES: [H]/N=C(\I)C(N)=O
E_LUMO (eV): -0.033
2S+1: 1
Electronic energy (eV): -15250.5052
ΔE to the lowest compared entry with this formula, charge and spin (kcal/mol): 3.01

```
9
Properties=species:S:1:pos:R:3:mulliken_charge:R:1
C -0.0720 -0.0265 0.8752 0.229
C -0.5379 -0.4159 -0.6014 0.356
N 0.9480 0.7136 1.0213 -0.661
N 0.3962 0.0243 -1.4839 -0.371
O -1.4881 -1.1303 -0.7987 -0.542
I -1.2672 -0.9230 2.3744 0.121
H 1.0029 1.0881 1.9327 0.294
H 0.9291 0.7291 -0.9051 0.317
H 0.0890 -0.0592 -2.4146 0.257
```

***

# 13
C2H3IN2O2 | ωB97M-V/def2-TZVPD

Orbital gap (hartree): 0.2992
HOMO (Eh): -0.351
Total charge: 0
SMILES: C=[N+]([O-])I.C#[N+][O-]
E_LUMO (eV): -1.413
2S+1: 1
Electronic energy (eV): -17291.5660
ΔE to the lowest compared entry with this formula, charge and spin (kcal/mol): 159.84

```
10
Properties=species:S:1:pos:R:3:mulliken_charge:R:1
C 0.4744 -0.4762 -0.6647 -0.429
C -1.3453 1.3955 0.3120 -0.229
N 1.4107 -0.8457 0.0963 0.228
N -2.0858 0.5011 0.4863 0.399
O 1.4906 -1.7810 0.7959 -0.518
O -2.8097 -0.4256 0.4856 -0.579
I 3.4250 0.0854 -0.2081 0.053
H -0.3390 -1.1539 -0.7099 0.377
H 0.4759 0.5515 -0.9443 0.242
H -0.6969 2.1488 0.3508 0.456
```

***

# 14
C2H3IN2O2 | ωB97M-V/def2-TZVPD

Orbital gap (hartree): 0.3615
HOMO (Eh): -0.354
Total charge: 0
SMILES: O/N=C/I.N=C=O
E_LUMO (eV): 0.198
2S+1: 1
Electronic energy (eV): -17296.1117
ΔE to the lowest compared entry with this formula, charge and spin (kcal/mol): 55.02

```
10
Properties=species:S:1:pos:R:3:mulliken_charge:R:1
C -0.3387 0.8173 -1.2891 0.738
C -0.0633 -1.0393 0.7623 -0.496
N 0.6379 -0.0908 1.1909 -0.180
N -1.1740 1.5420 -0.8558 -0.488
O 0.4099 0.1713 -1.8949 -0.474
O 1.7795 0.2637 0.5818 -0.302
I -1.8094 -1.4982 1.8047 0.085
H 0.1704 -1.6830 -0.0877 0.483
H 1.9563 -0.2384 -0.2445 0.341
H -1.5688 1.7553 0.0323 0.294
```

***

# 15
C2H3INO2 | ωB97M-V/def2-TZVPD

Orbital gap (alpha / beta) (hartree): 0.2125 / 0.2014
HOMO (alpha / beta) (Eh): -0.549 / -0.548
Total charge: +1
E_LUMO (alpha / beta) (eV): -9.150 / -9.427
2S+1: 1
Electronic energy (eV): -15791.1925
ΔE to the lowest compared entry with this formula, charge and spin (kcal/mol): 158.59

```
9
Properties=species:S:1:pos:R:3:mulliken_charge:R:1
C -2.4801 -0.2209 -0.0072 0.085
C -0.1917 0.0534 -0.0473 -0.734
N -1.4356 0.6663 0.1032 0.547
O -2.0028 -1.9682 -0.0709 -0.289
O -1.7109 1.8330 -0.0218 -0.271
I -4.4527 0.0369 0.1423 0.585
H 0.1495 -0.3124 0.9596 0.347
H 0.4404 0.9013 -0.3193 0.340
H -0.2525 -0.7956 -0.6767 0.390
```

***

# 16
C2H3IO | ωB97M-V/def2-TZVPD

Orbital gap (hartree): 0.3003
HOMO (Eh): -0.341
Total charge: 0
SMILES: C=COI
E_LUMO (eV): -1.095
2S+1: 1
Electronic energy (eV): -12268.0987
ΔE to the lowest compared entry with this formula, charge and spin (kcal/mol): 53.00

```
7
Properties=species:S:1:pos:R:3:mulliken_charge:R:1
C 0.5658 0.7150 -0.4928 -0.626
C 0.4237 -0.4886 0.0786 0.238
O -0.7261 -1.0085 0.8315 -0.496
I -2.6120 -0.1741 0.7134 0.219
H 1.6087 1.1393 -0.6811 0.203
H -0.3442 1.1770 -0.7417 0.152
H 1.0841 -1.3601 0.2922 0.310
```

***

# 17
C2H3IO2 | ωB97M-V/def2-TZVPD

Orbital gap (hartree): 0.3760
HOMO (Eh): -0.371
Total charge: 0
SMILES: O=CI.C=O
E_LUMO (eV): 0.135
2S+1: 1
Electronic energy (eV): -14316.4489
ΔE to the lowest compared entry with this formula, charge and spin (kcal/mol): 49.65

```
8
Properties=species:S:1:pos:R:3:mulliken_charge:R:1
C 1.4394 0.9679 0.7241 -0.035
C -1.5171 -0.9355 -0.5260 -0.072
O 2.1776 1.7203 1.2843 -0.368
O -1.5530 -1.0870 0.6998 -0.410
I 1.8136 0.0537 -1.1240 0.061
H 0.4852 0.6692 1.1435 0.389
H -0.6787 -1.1856 -1.2178 0.179
H -2.1669 -0.2029 -0.9839 0.256
```

***

# 18
C2H3IO2S | ωB97M-V/def2-TZVPD

Orbital gap (hartree): 0.3339
HOMO (Eh): -0.361
Total charge: 0
E_LUMO (eV): -0.740
2S+1: 1
Electronic energy (eV): -25150.5523
ΔE to the lowest compared entry with this formula, charge and spin (kcal/mol): 26.72

```
9
Properties=species:S:1:pos:R:3:mulliken_charge:R:1
C -2.3570 -1.5927 0.6045 -0.342
C -2.2971 -0.8902 -0.3725 -0.420
O 2.1428 2.0099 0.6234 -0.409
O 0.9633 1.0642 -1.2719 -0.457
S 1.1570 0.8486 0.1413 0.540
I 2.5229 -1.2181 0.3561 -0.034
H -2.4823 -2.4762 1.1754 0.356
H 2.5422 2.3489 -0.1713 0.350
H -2.1917 -0.0944 -1.0849 0.416
```

***

# 19
C2H3IO3 | ωB97M-V/def2-TZVPD

Orbital gap (alpha / beta) (hartree): 0.2744 / 0.2744
HOMO (alpha / beta) (Eh): -0.348 / -0.348
Total charge: 0
E_LUMO (alpha / beta) (eV): -2.005 / -2.005
2S+1: 1
Electronic energy (eV): -16361.9410
ΔE to the lowest compared entry with this formula, charge and spin (kcal/mol): 13.05

```
9
Properties=species:S:1:pos:R:3:mulliken_charge:R:1
C 0.7645 1.0409 0.8900 0.956
C 0.2971 -0.0414 -0.0758 -0.949
O -0.1996 1.7907 1.2267 -0.631
O 1.9569 1.1983 1.0948 -0.563
O 0.4571 3.0745 4.1930 -0.558
I 0.6113 3.4196 2.4815 0.884
H -0.4251 -0.6283 0.4140 0.314
H -0.1721 0.4905 -0.9278 0.267
H 1.1202 -0.6764 -0.4183 0.280
```

***

# 20
C2H3LiO2Tl | ωB97M-V/def2-TZVPD

Orbital gap (alpha / beta) (hartree): 0.2386 / 0.2880
HOMO (alpha / beta) (Eh): -0.664 / -0.721
Total charge: +2
E_LUMO (alpha / beta) (eV): -11.588 / -11.777
<S²>: 0.77
2S+1: 2
Electronic energy (eV): -11094.6548
ΔE to the lowest compared entry with this formula, charge and spin (kcal/mol): 0.00

```
9
Properties=species:S:1:pos:R:3:mulliken_charge:R:1
H 3.8956 0.3310 -0.2286 0.198
O -1.8547 0.8263 -0.4298 -0.621
C -1.5966 -0.3709 -0.1288 0.178
C -0.2849 -0.6896 0.3204 -0.003
O 0.5626 0.2880 0.4517 -0.448
Li -0.6756 2.0005 0.4853 0.917
Tl 2.2042 0.5018 -0.4870 0.942
H -2.3443 -1.1728 -0.2159 0.415
H 0.0938 -1.7143 0.2325 0.421
```